No. 1
ORCA calculation (ωB97M-V/def2-TZVPD) on C36H45BN9OScSe2Te3 as an isolated structure at a distorted geometry.

The geometry in ORCA input format:
```
! wB97M-V def2-TZVPD RIJCOSX def2/J DEFGRID3
* xyz 0 1
Sc 1.016 3.030 0.730
C 0.636 0.068 3.053
C -0.569 0.850 2.592
C -1.896 0.677 3.005
C -2.611 1.778 2.531
N -1.814 2.585 1.873
N -0.529 1.980 1.818
B -2.335 3.796 1.014
N -1.851 3.681 -0.454
C -2.684 3.369 -1.486
C -1.854 3.191 -2.597
C -0.533 3.328 -2.181
C 0.682 3.462 -3.029
N -0.500 3.452 -0.840
N -1.545 5.054 1.461
C -1.935 6.124 2.207
C -0.847 6.654 2.861
C 0.262 5.847 2.517
C 1.589 5.709 3.099
N -0.160 4.850 1.728
N -3.837 4.108 1.152
C -4.426 5.361 0.747
C -5.818 5.212 0.833
C -6.029 3.831 1.198
C -7.262 3.024 1.285
N -4.861 3.214 1.403
H 1.154 0.687 3.833
H 1.320 -0.050 2.209
H 0.325 -0.883 3.488
H -2.290 -0.142 3.603
H -3.662 2.046 2.678
H -3.789 3.289 -1.453
H -2.101 3.001 -3.640
H 0.521 3.057 -4.043
H 1.473 2.954 -2.507
H 0.979 4.536 -2.992
H -2.978 6.452 2.244
H -0.686 7.543 3.523
H 2.250 5.439 2.274
H 1.636 4.838 3.822
H 1.969 6.647 3.596
H -3.895 6.169 0.170
H -6.652 5.934 0.722
H -7.199 2.182 2.001
H -7.615 2.582 0.333
H -8.111 3.675 1.544
Se 2.955 2.276 2.484
Te 4.926 2.171 1.049
Te 4.660 4.126 -1.068
Se 2.508 5.187 -0.533
C 2.651 0.238 -2.451
C 1.752 0.296 -1.195
O 1.697 1.428 -0.541
N 1.118 -0.760 -0.699
Te 1.042 -2.522 -1.708
C -0.470 -3.562 -0.556
C -1.846 -3.463 -0.910
C -2.322 -2.663 -2.117
C -2.750 -4.198 -0.126
C -2.374 -5.128 0.901
C -3.371 -5.910 1.718
C -1.012 -5.096 1.231
C -0.119 -4.276 0.586
C 1.299 -4.303 1.015
C 2.886 -3.829 -1.687
C 2.980 -4.891 -2.629
C 1.828 -5.506 -3.341
C 4.220 -5.382 -3.022
C 5.391 -4.985 -2.374
C 6.750 -5.606 -2.562
C 5.245 -4.009 -1.400
C 4.067 -3.374 -1.076
C 4.065 -2.351 0.019
H 3.174 1.177 -2.416
H 2.032 0.246 -3.316
H 3.350 -0.572 -2.396
H -1.805 -1.700 -2.326
H -3.446 -2.557 -2.155
H -2.071 -3.198 -3.048
H -3.800 -4.044 -0.266
H -2.931 -6.118 2.687
H -3.548 -6.926 1.275
H -4.358 -5.436 1.788
H -0.579 -5.653 2.047
H 1.320 -4.558 2.075
H 1.776 -3.287 0.829
H 1.912 -5.048 0.584
H 1.812 -5.260 -4.386
H 0.868 -5.241 -2.911
H 1.884 -6.631 -3.263
H 4.273 -6.094 -3.863
H 7.348 -5.040 -3.274
H 6.585 -6.558 -3.110
H 7.274 -5.685 -1.617
H 6.153 -3.672 -0.854
H 5.034 -2.233 0.478
H 3.391 -2.598 0.878
H 3.645 -1.408 -0.373
*
```

## Properties
ΔE to the lowest compared entry with this formula, charge and spin = 17.4 kcal per mole
HOMO-LUMO gap = 4.876 eV
Max |F| = 0.0567 hartree/bohr
Total energy = -227473.6252 eV

Mulliken population analysis, charges in e, atoms 1 to 4:
1. Sc 0.215
2. C -1.427
3. C 0.800
4. C -1.539



No. 2
ORCA calculation (ωB97M-V/def2-TZVPD) on C26H50OP2SiTi as an isolated structure at a distorted geometry.

The geometry in ORCA input format:
```
! wB97M-V def2-TZVPD RIJCOSX def2/J DEFGRID3
* xyz 1 2
Ti -0.071 0.332 0.433
C 1.257 2.654 0.329
C -0.146 2.642 0.737
C 1.205 2.024 2.534
C 2.059 2.273 1.446
C -0.152 2.191 2.103
C 1.800 3.291 -0.886
H 1.043 3.559 -1.614
H 2.546 2.680 -1.419
H 2.299 4.237 -0.622
C 3.536 2.260 1.483
H 3.968 2.485 0.516
H 3.948 1.293 1.779
H 3.951 2.991 2.186
C 1.633 1.779 3.933
H 2.335 2.543 4.296
H 2.120 0.805 4.075
H 0.773 1.793 4.626
C -1.313 2.252 3.034
H -1.180 3.083 3.734
H -1.455 1.334 3.629
H -2.239 2.446 2.505
C -1.300 3.321 0.078
H -1.610 4.144 0.752
H -2.165 2.632 -0.040
H -1.007 3.742 -0.888
C -0.534 -2.029 -2.426
C -0.778 -0.931 -3.275
C -2.129 -0.861 -3.961
C -3.313 -0.834 -2.941
C -3.101 -0.630 -1.474
C -2.895 -1.637 -0.518
C -2.462 -3.034 -1.033
C -1.455 -3.151 -2.166
H -2.262 -1.701 -4.680
H -3.818 -1.779 -3.059
H -2.132 0.021 -4.625
H -2.026 -3.333 -3.076
H 0.500 -2.264 -2.191
H 0.017 -0.467 -3.912
H -0.886 -4.072 -2.044
H -2.051 -3.535 -0.162
H -3.746 -1.770 0.255
H -3.337 -3.652 -1.249
H -4.036 -0.089 -3.280
H -3.328 0.376 -1.137
P 0.655 0.665 -2.280
C 2.112 -0.240 -2.900
C -0.477 1.875 -3.047
P -2.243 -0.495 1.240
C -0.525 -0.297 -1.472
C -3.773 0.461 1.471
C -1.927 -2.141 1.915
H 2.726 -0.580 -2.050
H 2.622 0.560 -3.452
H 1.847 -1.073 -3.571
H -1.486 1.486 -3.188
H 0.001 2.079 -4.003
H -0.511 2.776 -2.436
H -2.149 -2.895 1.160
H -2.592 -2.259 2.764
H -0.883 -2.264 2.166
H -0.382 -1.218 -0.747
H -1.608 0.141 -1.340
H -3.756 0.901 2.450
H -4.608 -0.208 1.329
H -3.848 1.249 0.710
C 3.303 -1.151 3.114
Si 2.635 -1.617 1.459
C 4.045 -1.628 0.290
C 2.027 -3.387 1.706
O 1.381 -0.657 1.006
H 4.067 -1.885 3.377
H 2.557 -1.193 3.909
H 3.793 -0.184 3.176
H 4.854 -2.223 0.713
H 3.831 -2.067 -0.683
H 4.473 -0.648 0.096
H 1.420 -3.479 2.620
H 1.439 -3.795 0.870
H 2.917 -4.025 1.845
*
```

## Properties
HOMO-LUMO gap (alpha / beta) = 5.676 / 5.696 eV
Max |F| = 0.1166 hartree/bohr
Total energy = -79377.5112 eV

Mulliken population analysis, charges in e, atoms 1 to 4:
1. Ti -1.526
2. C 1.651
3. C 0.549
4. C 1.096



No. 3
ORCA calculation (ωB97M-V/def2-TZVPD) on a 2-piece molecular cluster, C3H6FNO2S overall at a distorted geometry.

The geometry in ORCA input format:
```
! wB97M-V def2-TZVPD RIJCOSX def2/J DEFGRID3
* xyz 0 1
C 3.003 -0.503 0.449
C 0.877 0.848 0.422
C -0.438 0.912 0.213
N -2.562 -0.166 -1.178
O -0.759 -1.687 -0.032
O -2.487 -0.496 1.279
F -1.044 2.035 -0.061
S -1.585 -0.513 0.184
H 3.610 0.262 0.899
H 2.413 -0.199 -0.355
H 1.433 1.806 0.525
H 2.636 -1.325 0.993
H -1.896 -0.082 -1.850
H -3.201 -0.891 -1.488
*
```

## Properties
ΔE to the lowest compared entry with this formula, charge and spin = 104.9 kcal per mole
HOMO-LUMO gap (alpha / beta) = 9.939 / 8.380 eV
Max |F| = 0.0736 hartree/bohr
Total energy = -22339.5017 eV

Mulliken population analysis, charges in e, atoms 1 to 4:
1. C -0.701
2. C -0.500
3. C 0.352
4. N -0.559



No. 4
ORCA calculation (ωB97M-V/def2-TZVPD) on C4H9N3O in the gas phase at a distorted geometry.

The geometry in ORCA input format:
```
! wB97M-V def2-TZVPD RIJCOSX def2/J DEFGRID3
* xyz 0 1
C -0.949 0.406 -1.211
C 2.270 0.382 0.662
C -1.762 -0.218 -0.088
C 1.021 -0.076 -0.038
N -2.278 0.741 0.740
N 0.974 -1.417 -0.320
N 0.283 0.841 -0.565
O -1.918 -1.412 0.092
H -2.232 1.726 0.542
H -2.704 0.454 1.608
H 0.066 -1.856 -0.398
H 1.679 -2.009 0.086
H -1.442 1.298 -1.607
H -0.763 -0.329 -2.001
H 2.297 1.466 0.706
H 2.307 -0.030 1.670
H 3.150 0.033 0.122
*
```

## Properties
ΔE to the lowest compared entry with this formula, charge and spin = 4.0 kcal per mole
HOMO-LUMO gap = 9.860 eV
Max |F| = 0.0414 hartree/bohr
SMILES = C/C(N)=N/CC(N)=O
Total energy = -10812.2886 eV

Mulliken population analysis, charges in e, atoms 1 to 4:
1. C -0.812
2. C -1.216
3. C 0.748
4. C 0.765



No. 5
ORCA calculation (ωB97M-V/def2-TZVPD) on C7H12N2S in the gas phase at a distorted geometry.

The geometry in ORCA input format:
```
! wB97M-V def2-TZVPD RIJCOSX def2/J DEFGRID3
* xyz 0 3
C -0.678 1.111 -0.348
C 1.903 2.276 1.611
C -0.956 0.467 0.774
C -0.123 -0.522 1.602
C -0.892 -1.585 2.461
C -0.009 0.432 -3.980
C 0.487 0.829 -1.276
N 0.690 0.309 2.487
N 1.353 1.300 1.936
S 0.134 -0.564 -2.416
H -1.867 0.817 1.221
H 0.530 -0.978 0.951
H -1.477 -1.026 3.214
H -0.030 -2.062 2.863
H -1.417 -2.175 1.811
H 0.896 1.046 -3.832
H 0.027 -0.278 -4.804
H -0.795 1.029 -4.192
H 0.547 1.717 -1.830
H -1.522 1.694 -0.702
H 1.313 0.383 -0.550
H 1.215 -0.219 3.275
*
```

## Properties
ΔE to the lowest compared entry with this formula, charge and spin = 40.6 kcal per mole
HOMO-LUMO gap (alpha / beta) = 4.628 / 5.512 eV
Max |F| = 0.1046 hartree/bohr
Total energy = -21259.6939 eV

Mulliken population analysis, charges in e, atoms 1 to 4:
1. C -0.555
2. C -0.332
3. C -0.459
4. C 0.542



No. 6
ORCA calculation (ωB97M-V/def2-TZVPD) on C3H3I as an isolated structure at a distorted geometry.

The geometry in ORCA input format:
```
! wB97M-V def2-TZVPD RIJCOSX def2/J DEFGRID3
* xyz 0 1
C 1.640 -0.466 0.106
C 2.959 -1.853 -0.034
C 0.330 -0.086 -0.384
I 3.486 -0.058 -1.124
H 0.198 -0.186 -1.465
H 0.156 0.960 -0.111
H -0.408 -0.700 0.132
*
```

## Properties
ΔE to the lowest compared entry with this formula, charge and spin = 133.7 kcal per mole
HOMO-LUMO gap (alpha / beta) = 7.294 / 8.409 eV
Max |F| = 0.1262 hartree/bohr
Total energy = -11252.0121 eV

Mulliken population analysis, charges in e, atoms 1 to 4:
1. C -0.130
2. C -0.168
3. C -0.737
4. I 0.152



No. 7
ORCA calculation (ωB97M-V/def2-TZVPD) on a 10-piece molecular cluster, C4H26BF4O9 overall at a distorted geometry.

The geometry in ORCA input format:
```
! wB97M-V def2-TZVPD RIJCOSX def2/J DEFGRID3
* xyz -1 1
B 20.598 -22.291 25.874
F 21.100 -21.070 25.806
F 21.553 -23.143 25.296
F 20.605 -22.618 27.202
F 19.332 -22.251 25.269
C 23.498 -20.989 21.762
O 23.535 -19.891 22.654
H 24.282 -21.701 22.019
H 22.556 -21.533 21.831
H 23.667 -20.635 20.745
H 23.209 -20.227 23.492
C 19.636 -18.808 29.692
O 18.737 -17.826 29.981
H 19.989 -18.687 28.668
H 20.619 -18.872 30.158
H 19.153 -19.783 29.750
H 18.540 -17.929 30.915
C 18.717 -23.451 20.224
O 19.384 -22.732 19.130
H 17.762 -23.053 20.567
H 18.655 -24.511 19.980
H 19.303 -23.469 21.143
H 18.978 -23.000 18.302
C 18.071 -16.684 23.763
O 17.838 -15.366 24.205
H 18.890 -17.080 24.363
H 17.170 -17.285 23.887
H 18.425 -16.644 22.733
H 17.335 -14.947 23.502
O 18.140 -24.231 31.504
H 18.210 -23.977 30.584
H 18.208 -23.406 31.986
O 20.379 -27.399 24.036
H 20.538 -26.637 24.594
H 20.621 -27.106 23.157
O 24.230 -18.012 27.419
H 24.481 -17.329 28.041
H 23.723 -17.552 26.750
O 23.974 -22.424 29.655
H 24.360 -21.910 28.946
H 23.340 -22.995 29.220
O 16.691 -23.837 27.541
H 17.386 -23.476 26.989
H 16.167 -24.373 26.946
*
```

## Properties
ΔE to the lowest compared entry with this formula, charge and spin = 63.5 kcal per mole
HOMO-LUMO gap = 10.271 eV
Max |F| = 0.0819 hartree/bohr
Total energy = -34549.6927 eV

Mulliken population analysis, charges in e, atoms 1 to 4:
1. B 0.633
2. F -0.341
3. F -0.438
4. F -0.410



No. 8
ORCA calculation (ωB97M-V/def2-TZVPD) on C72H83I3N9ORbS3Sb as an isolated structure at a distorted geometry.

The geometry in ORCA input format:
```
! wB97M-V def2-TZVPD RIJCOSX def2/J DEFGRID3
* xyz 1 1
Rb -0.575 1.232 -0.543
C 0.637 0.163 2.464
C 1.297 1.409 2.985
C 1.271 1.687 4.347
C 1.840 2.842 4.858
C 2.449 3.735 3.993
C 2.513 3.486 2.627
C 3.205 4.469 1.721
C 1.935 2.311 2.123
N 1.917 2.088 0.727
C 2.953 1.746 0.081
C 4.283 1.449 0.728
C 2.906 1.663 -1.428
C 4.230 1.523 -2.139
N 1.792 1.746 -2.029
C 1.703 1.761 -3.442
C 2.173 2.853 -4.183
C 2.825 4.038 -3.518
C 2.007 2.853 -5.564
C 1.396 1.797 -6.213
C 0.919 0.731 -5.467
C 1.043 0.702 -4.086
C 0.446 -0.438 -3.305
H -0.434 0.312 2.286
H 0.720 -0.641 3.194
H 1.058 -0.170 1.517
H 0.789 0.977 5.012
H 1.811 3.045 5.921
H 2.897 4.642 4.382
H 3.098 5.481 2.114
H 2.785 4.443 0.718
H 4.276 4.256 1.653
H 4.207 1.525 1.810
H 5.050 2.144 0.381
H 4.610 0.441 0.471
H 4.819 0.707 -1.719
H 4.818 2.437 -2.025
H 4.074 1.340 -3.200
H 2.486 4.149 -2.489
H 2.574 4.949 -4.064
H 3.914 3.943 -3.521
H 2.357 3.708 -6.131
H 1.276 1.811 -7.288
H 0.430 -0.101 -5.963
H 0.428 -1.345 -3.913
H -0.583 -0.195 -3.013
H 1.004 -0.629 -2.394
N -1.880 -0.672 0.481
S -2.016 -1.837 1.326
N -0.689 -2.739 1.823
S 0.115 -3.857 1.173
N 0.829 -3.714 -0.184
S 1.893 -2.449 -0.481
N 1.480 -1.068 -0.351
C 3.314 -2.939 0.517
C 4.095 -4.044 0.205
C 5.198 -4.333 0.993
C 5.502 -3.529 2.085
C 4.702 -2.439 2.399
C 3.603 -2.136 1.607
C 2.418 -2.990 -2.117
C 1.794 -3.990 -2.845
C 2.231 -4.260 -4.136
C 3.277 -3.534 -4.684
C 3.887 -2.523 -3.951
C 3.455 -2.247 -2.665
C -0.824 -5.361 0.971
C -1.001 -5.941 -0.272
C -1.773 -7.090 -0.371
C -2.354 -7.637 0.763
C -2.166 -7.045 2.006
C -1.398 -5.899 2.114
C 1.256 -4.314 2.467
C 2.104 -5.387 2.227
C 3.028 -5.733 3.197
C 3.099 -5.009 4.382
C 2.243 -3.942 4.608
C 1.309 -3.587 3.644
C -3.095 -3.094 0.631
C -4.157 -3.667 1.311
C -5.006 -4.530 0.631
C -4.789 -4.810 -0.710
C -3.723 -4.224 -1.382
C -2.877 -3.354 -0.716
C -2.630 -1.544 2.987
C -2.561 -2.480 4.011
C -3.038 -2.140 5.267
C -3.564 -0.873 5.493
C -3.617 0.058 4.466
C -3.148 -0.280 3.204
H 3.849 -4.666 -0.647
H 5.823 -5.183 0.756
H 6.371 -3.753 2.691
H 4.936 -1.818 3.254
H 2.964 -1.286 1.816
H 0.980 -4.541 -2.403
H 1.752 -5.038 -4.715
H 3.621 -3.754 -5.686
H 4.695 -1.949 -4.385
H 3.906 -1.452 -2.084
H -0.537 -5.496 -1.139
H -1.920 -7.553 -1.338
H -2.952 -8.536 0.678
H -2.618 -7.476 2.889
H -1.228 -5.438 3.079
H 2.044 -5.935 1.295
H 3.696 -6.567 3.029
H 3.827 -5.284 5.134
H 2.301 -3.382 5.531
H 0.615 -2.772 3.788
H -4.337 -3.434 2.352
H -5.846 -4.975 1.148
H -5.458 -5.479 -1.236
H -3.559 -4.443 -2.430
H -2.058 -2.855 -1.223
H -2.133 -3.455 3.825
H -2.991 -2.859 6.074
H -3.932 -0.613 6.477
H -4.020 1.046 4.644
H -3.163 0.423 2.380
I -1.882 2.855 -3.486
I -0.886 5.174 -4.363
C -5.653 2.680 -1.285
Sb -4.107 1.753 -0.087
C -5.157 -0.137 0.028
C -5.036 2.562 1.706
H -6.628 2.363 -0.914
H -5.562 2.424 -2.341
H -5.572 3.762 -1.193
H -6.138 -0.057 -0.444
H -5.294 -0.422 1.072
H -4.572 -0.911 -0.467
H -5.986 2.059 1.892
H -5.227 3.625 1.553
H -4.395 2.458 2.584
C 1.363 7.919 -2.315
C 1.897 7.267 -1.035
C 1.626 8.166 0.178
C 3.400 6.990 -1.167
C 1.192 5.989 -0.834
N 0.624 5.001 -0.693
H 1.881 8.864 -2.481
H 0.293 8.114 -2.237
H 1.527 7.273 -3.179
H 2.209 9.083 0.084
H 1.911 7.669 1.106
H 0.570 8.430 0.238
H 3.925 7.935 -1.314
H 3.605 6.346 -2.022
H 3.793 6.513 -0.268
I -2.978 5.691 -0.639
C -2.341 5.024 1.245
C -2.443 5.886 2.329
C -1.985 5.432 3.555
C -1.454 4.154 3.645
C -1.417 3.380 2.499
N -1.854 3.802 1.310
H -2.862 6.874 2.210
H -2.046 6.071 4.426
H -1.069 3.765 4.577
H -1.021 2.373 2.530
C -2.836 -1.838 -4.285
N -4.108 -1.181 -4.056
C -5.269 -1.704 -4.747
C -4.172 -0.078 -3.302
O -3.215 0.440 -2.736
H -2.990 -2.917 -4.321
H -2.156 -1.590 -3.475
H -2.392 -1.515 -5.230
H -5.145 -1.620 -5.828
H -6.157 -1.147 -4.453
H -5.415 -2.756 -4.495
H -5.186 0.338 -3.222
*
```

## Properties
ΔE to the lowest compared entry with this formula, charge and spin = 12.0 kcal per mole
HOMO-LUMO gap = 6.900 eV
Max |F| = 0.0252 hartree/bohr
Total energy = -155460.0438 eV

Mulliken population analysis, charges in e, atoms 1 to 4:
1. Rb 0.201
2. C 1.766
3. C -0.617
4. C -0.852